No. 1
C40H35AsBrGaN8O2 | ωB97M-V with the def2-TZVPD basis set

## Properties
Spin multiplicity = 1
LUMO = -4.70 eV
Strongest force on any atom = 0.6 eV Å⁻¹
Highest occupied orbital energy = -13.230 eV
Total charge = +2

Geometry (Å):
H -2.76 -1.25 -1.15
C 0.36 0.93 7.40
H 0.93 -0.02 -3.21
C 5.22 0.08 0.27
C 0.15 0.77 4.70
C -0.05 0.68 3.24
H 4.10 -3.13 -3.86
N -3.01 -2.35 1.63
H 0.42 1.00 8.48
C -0.95 -2.35 2.46
H 3.49 0.76 3.14
C 1.35 0.42 5.29
C 4.97 -0.73 -0.94
As 2.74 -1.02 0.64
H 1.62 -3.73 0.26
C -2.74 -0.67 -0.23
H 3.35 -6.08 3.38
C 6.36 0.83 0.53
C 2.95 -2.69 1.60
C 1.12 5.40 0.80
H 7.37 2.10 1.92
C 3.20 4.17 0.59
C 6.48 1.53 1.73
C 5.86 -0.91 -1.99
C -2.23 1.74 0.17
Br 3.06 0.04 7.52
H 3.05 6.29 0.94
H 0.55 -3.69 5.13
C 0.47 4.18 0.61
H 0.57 6.32 0.93
N 0.39 -0.82 -1.44
H 1.17 -1.47 -1.50
H -2.68 1.61 1.16
C 3.23 -5.13 2.88
H -1.86 1.45 5.07
H 6.24 -1.89 -3.86
N -1.00 -1.52 1.31
C -0.97 2.53 0.31
C 3.75 -1.41 -0.97
H 3.10 2.06 0.23
C -0.91 1.18 5.51
H -3.99 -2.52 1.49
N -0.88 3.85 0.52
H -1.67 -4.70 5.40
H 7.16 0.87 -0.19
C -1.49 -4.04 4.56
H -2.95 2.25 -0.48
N -1.80 0.45 -0.36
C 2.55 2.97 0.40
C -2.52 -3.76 3.68
C -2.25 -1.53 0.90
H -3.50 -4.19 3.81
H 1.05 -2.16 3.26
C 0.07 -2.61 3.36
H -3.76 -0.34 -0.04
C 2.27 -3.81 1.12
C 2.42 -5.03 1.76
C 1.46 0.50 6.66
C 4.33 -2.45 -3.05
H 4.53 -4.09 4.24
H 1.30 0.90 -1.91
Ga 0.19 -0.01 0.74
N 0.21 1.96 0.24
C 4.20 0.06 1.24
N -0.80 1.26 6.83
H 1.90 -5.90 1.39
C 5.54 -1.75 -3.04
C 2.50 5.37 0.79
C 3.90 -4.01 3.37
H 5.56 2.04 3.60
H -0.42 -1.31 -1.82
N 0.59 0.30 -2.31
C 5.46 1.50 2.67
H 6.81 -0.40 -1.99
H 2.53 -2.88 -1.99
C -2.21 -2.90 2.64
H -1.52 0.59 -1.33
C -0.22 -3.46 4.41
O -1.13 0.93 2.69
C 3.76 -2.78 2.72
C 3.43 -2.28 -2.00
H 4.29 -1.92 3.09
H 2.18 0.07 4.69
C 1.16 2.99 0.43
H -1.66 4.48 0.60
H 4.28 4.19 0.58
O 0.97 0.28 2.50
C 4.30 0.76 2.42

No. 2
C40H35AuFNO3P2 | ωB97M-V with the def2-TZVPD basis set

## Properties
Spin multiplicity = 1
LUMO = -7.78 eV
Strongest force on any atom = 0.9 eV Å⁻¹
Highest occupied orbital energy = -13.296 eV
Total charge = +2

Geometry (Å):
H 0.67 -7.57 -3.87
C -2.87 0.76 2.19
C -1.60 -4.67 -0.79
H -3.40 0.96 3.12
C -0.76 4.17 -0.11
C -2.76 2.00 1.31
H 2.83 2.29 4.38
O 0.81 0.04 -1.27
C -2.16 0.05 -2.40
C 0.60 -5.87 -5.20
H -3.37 -0.07 1.70
C 1.75 2.32 4.34
N 0.94 -4.22 -3.42
H -1.59 -4.36 5.78
C -1.37 -3.66 3.77
H -0.16 -5.25 -5.68
C -4.92 -0.18 -2.09
H -1.09 0.13 -2.51
C -2.90 -0.68 -3.31
H -1.15 -2.69 1.88
H -4.72 1.04 -0.36
C -1.24 -2.56 2.94
H -2.01 5.11 -3.65
O -0.49 -2.24 -0.14
C -1.04 2.42 4.22
O 2.57 -0.64 -2.41
H 1.61 0.69 2.95
P -1.83 1.65 -0.21
H 1.58 3.96 5.71
C 2.80 -5.75 -3.93
C 1.37 -3.00 -3.13
H -1.34 -0.12 5.33
H -2.01 -4.13 0.06
H -2.40 -1.15 -4.15
C -1.50 -2.22 5.70
C -1.58 -6.60 -2.23
H -1.60 -2.10 6.77
C -0.05 -6.82 -4.20
C -0.07 -4.80 -2.67
H 3.25 -6.37 -4.70
C 1.06 1.43 3.54
H -2.00 -7.57 -2.46
C -1.36 -1.11 4.89
H -0.89 6.79 -2.23
C -1.24 -1.28 3.50
C -1.87 3.56 -2.19
C -0.34 3.31 5.02
H -2.12 2.47 4.20
H -0.06 6.18 0.01
C -1.50 -3.50 5.14
H -2.36 2.82 -2.82
P -1.17 0.22 2.52
H -5.99 -0.27 -1.98
H -0.37 3.89 0.87
C -1.03 5.78 -1.86
C 1.62 -4.99 -4.51
H 2.50 -6.39 -3.10
H 2.16 -2.60 -3.76
C -4.20 0.56 -1.17
H 1.98 -4.24 -5.21
H -0.87 -7.37 -4.67
C -0.34 1.47 3.48
H -1.37 -4.66 3.34
Au -0.25 -0.01 0.42
C -0.58 -6.07 -3.01
H -2.21 2.78 1.83
H -3.73 2.42 1.03
H -4.85 -1.36 -3.88
C -0.06 -2.79 -1.22
H 1.10 -6.43 -5.99
C 0.89 -2.24 -2.08
C -1.67 4.84 -2.66
C -1.44 3.23 -0.90
C -0.58 -4.10 -1.57
C -2.81 0.67 -1.33
C 1.04 3.26 5.08
C 1.50 -0.89 -1.92
H -0.88 4.05 5.60
H 3.57 -5.06 -3.57
C -0.57 5.45 -0.59
C -2.07 -5.90 -1.13
F -3.06 -6.45 -0.41
C -4.27 -0.80 -3.16

no.,Kohn-Sham gap (eV),E_tot (eV)
1,8.5,-241312.374
2,5.5,-74656.101